[1]
Density functional theory data (wB97M-V/def2-TZVPD) for a 9-piece molecular cluster, C44H115N9O13 overall.

Calculated values
HOMO-LUMO gap = 8.54 eV
energy relative to the best compared isomer or geometry (same formula, charge and spin) = 189.1 kJ/mol
strongest force on any atom = 2.196 eV Å⁻¹
SMILES = COC[C@H](C)N.COC[C@H](C)N.COC[C@H](C)N.COC[C@H](C)N.COC[C@H](C)N.COCCNCCOC.COCCNCCOC.COCCNCCOC.COCCNCCOC

```
! RIJCOSX wB97M-V def2-TZVPD def2/J DEFGRID3
* xyz 0 1
O 7.516 11.406 10.926
O 14.410 10.176 8.919
O 8.078 16.439 5.558
O 10.113 20.670 15.566
O 15.125 11.447 15.190
O 3.784 17.881 15.043
O 12.305 15.726 10.242
O 10.463 14.661 13.007
O 9.151 16.049 17.065
O 13.251 17.063 16.270
O -1.064 18.593 14.677
O 3.836 15.883 12.189
O 7.193 21.285 11.381
N 9.280 20.069 12.037
N 8.966 17.029 12.264
N 14.192 11.060 11.709
N 7.608 15.536 9.059
N 13.002 17.245 19.945
N 9.933 14.064 10.289
N 6.699 17.700 10.983
N 10.895 13.341 18.771
N 1.290 16.905 14.951
C 6.989 19.050 10.563
C 11.100 20.228 16.445
C 6.416 20.118 11.491
C 9.071 17.051 4.794
C 10.183 19.996 14.314
C 6.548 22.432 11.874
C 8.552 17.248 17.409
C 9.173 20.632 13.391
C 15.623 12.493 16.009
C 2.329 16.110 15.555
C 14.384 10.661 13.097
C 13.228 10.588 9.527
C 15.018 11.806 13.847
C 10.865 14.263 9.158
C 10.243 14.017 17.657
C 8.397 16.330 6.908
C 6.236 11.372 11.470
C -0.011 16.686 15.562
C 14.256 9.261 7.866
C 9.793 15.376 18.135
C -2.153 19.167 14.015
C 6.025 15.406 7.211
C 7.769 20.409 13.948
C 11.732 14.101 13.191
C 8.164 12.620 11.241
C 9.415 12.708 10.357
C 12.633 17.058 10.605
C 11.383 15.659 9.185
C 13.026 17.681 18.542
C 13.809 18.969 18.424
C 7.831 15.509 13.798
C 8.996 16.454 13.623
C 7.478 15.332 7.584
C 3.674 16.477 15.005
C 4.992 18.309 14.490
C -1.130 17.175 14.673
C 13.460 16.602 17.561
C 13.227 10.227 10.994
C 9.077 13.185 17.133
C 13.719 16.187 15.289
C 3.468 14.554 12.499
C 10.307 15.765 13.853
C 5.305 17.417 11.126
C 5.027 15.959 11.476
H 6.880 16.017 13.673
H -2.021 20.245 13.985
H 9.244 18.094 17.338
H 10.563 16.372 9.364
H 9.078 12.400 9.360
H 8.139 17.223 18.428
H 10.214 12.843 19.331
H 6.955 14.893 9.501
H 8.412 20.268 11.544
H 14.517 16.334 17.764
H 4.126 14.114 13.257
H 5.669 22.684 11.261
H 2.089 15.049 15.542
H -0.854 16.902 13.644
H 10.168 11.989 10.715
H 11.203 20.163 13.940
H 8.442 12.650 12.303
H -2.243 18.785 12.988
H 4.495 16.033 15.586
H -0.131 17.145 16.560
H 5.143 17.951 13.464
H 15.989 12.044 13.377
H 14.037 19.243 17.400
H 7.534 13.482 10.993
H 6.240 11.643 12.536
H 7.685 17.417 16.769
H 5.613 12.143 10.994
H 9.315 19.038 12.096
H 4.962 15.410 10.521
H 5.883 15.424 6.129
H 12.492 14.884 13.124
H 3.465 13.908 11.609
H 14.406 12.702 13.668
H 12.098 20.201 15.990
H 11.886 15.964 8.257
H 5.876 15.582 12.067
H 12.668 16.290 20.052
H 8.000 17.088 11.924
H 14.701 18.938 19.064
H 12.329 10.102 9.108
H 3.775 16.147 13.957
H 9.422 12.178 16.903
H 4.888 18.037 11.933
H 13.258 19.775 18.919
H 5.356 20.280 11.250
H 11.124 16.484 13.697
H 1.506 17.891 15.043
H 11.584 12.657 18.491
H 12.238 10.405 11.420
H 14.956 9.725 13.153
H 5.043 19.398 14.488
H 8.878 17.294 14.308
H -3.084 18.939 14.552
H 8.068 19.230 10.502
H 10.874 19.200 16.767
H 15.188 13.477 15.792
H 7.139 17.093 10.275
H 8.534 15.210 9.383
H 5.832 10.376 11.338
H 4.684 17.722 10.258
H 8.797 17.040 3.741
H 15.422 12.217 17.042
H 2.422 16.379 16.633
H 2.437 14.615 12.845
H 9.363 16.340 11.619
H 13.730 8.342 8.164
H 5.817 17.997 15.150
H 13.408 10.450 13.545
H 9.389 21.699 13.299
H 13.480 9.155 11.053
H 10.951 14.219 16.845
H 16.712 12.592 15.877
H 11.809 17.586 11.100
H 7.585 20.957 14.881
H 10.044 16.547 4.887
H 9.210 18.109 5.071
H 6.229 22.348 12.917
H 15.086 10.996 11.230
H 5.545 14.464 7.504
H 7.876 14.331 7.351
H 5.490 16.235 7.670
H 12.003 13.354 12.441
H 7.891 15.090 14.819
H 12.901 15.670 17.763
H 7.600 19.357 14.205
H 13.739 9.693 6.999
H -2.104 16.786 14.983
H 6.460 19.748 12.532
H 13.951 17.233 20.314
H 10.497 14.249 11.115
H 9.963 18.922 14.381
H 9.067 15.255 18.955
H 11.116 20.854 17.333
H 11.987 17.917 18.263
H 13.242 15.200 15.372
H 12.902 17.649 9.718
H -0.108 15.606 15.731
H 11.732 13.592 9.265
H 14.805 16.026 15.320
H 8.696 13.599 16.193
H 10.339 14.016 8.231
H 7.936 14.586 13.224
H 6.615 19.273 9.542
H 13.475 17.002 11.294
H 9.453 16.043 7.061
H 11.761 13.618 14.177
H 8.267 13.152 17.863
H 10.647 15.998 18.432
H 7.254 23.248 11.727
H 13.427 16.631 14.340
H 13.011 11.648 9.360
H 6.989 20.731 13.252
H 8.341 17.317 7.405
H 10.297 15.456 14.910
H 15.247 8.946 7.536
*
```

[2]
Density functional theory data (wB97M-V/def2-TZVPD) for C44H116As5F30N7O7 as an isolated structure.

Calculated values
HOMO-LUMO gap = 5.89 eV
energy relative to the best compared isomer or geometry (same formula, charge and spin) = 335.0 kJ/mol
strongest force on any atom = 3.061 eV Å⁻¹

```
! RIJCOSX wB97M-V def2-TZVPD def2/J DEFGRID3
* xyz 2 1
As -0.291 -9.654 4.084
As -9.807 2.592 -2.968
As 1.724 -1.266 -6.130
As -9.901 -4.805 2.647
As -4.490 2.142 8.697
F -0.385 -11.127 5.108
F 3.171 -0.853 -7.126
F -3.894 3.633 7.856
F -1.803 -10.327 3.324
F -8.653 -4.449 1.415
F 1.815 0.339 -5.361
F -3.307 2.618 9.905
F -5.152 0.825 9.776
F -11.097 -5.571 1.496
F -8.460 1.704 -3.779
F -5.808 3.151 9.474
F -1.258 -8.801 5.315
F -9.436 1.721 -1.488
F -11.134 1.388 -3.298
F -3.274 0.939 8.125
F -11.004 -5.261 3.992
F 0.268 -1.674 -5.166
F 0.672 -0.546 -7.409
F 1.527 -2.797 -7.105
F -9.135 -6.391 2.930
F -8.560 3.904 -2.542
F 2.845 -1.977 -4.922
F -10.603 -3.195 2.470
F 1.257 -9.218 4.848
F -5.659 1.641 7.394
F -10.231 3.626 -4.482
F 0.680 -10.530 2.836
F -8.841 -4.036 3.859
F -0.331 -8.170 3.067
F -10.913 3.547 -1.949
O 10.576 3.593 -4.313
O 0.174 13.804 0.795
O -6.355 -5.964 -4.721
O -2.719 7.799 -6.326
O 0.963 -7.044 15.240
O 8.372 -5.516 -1.034
O -3.114 2.465 -0.287
N -5.199 6.738 -7.049
N -8.869 -5.706 -6.527
N 0.603 -5.822 12.370
N -0.023 15.688 -1.161
N -3.707 -0.412 -0.487
N 8.570 -3.931 1.349
N 7.948 5.062 -5.262
C 9.033 5.993 -4.681
C 9.371 2.866 -4.716
C -4.104 4.913 -8.371
C 8.160 -5.393 1.720
C 0.925 -5.657 14.955
C 1.617 -8.210 12.620
C 8.042 3.716 -4.592
C 7.866 -6.071 -2.211
C -2.360 3.667 -0.604
C 8.220 6.266 -7.581
C -9.029 -7.213 -6.698
C 8.894 -4.163 -1.217
C -1.719 8.740 -6.541
C 1.261 -5.476 11.033
C 1.519 -5.392 13.533
C -3.932 5.910 -7.201
C -2.699 6.721 -7.260
C -3.133 0.331 0.800
C 6.487 5.675 -5.078
C -9.828 -4.946 -7.464
C -0.558 16.004 0.285
C -0.131 12.488 1.182
C -10.415 -7.815 -6.604
C 6.136 5.933 -3.630
C 1.717 -3.968 10.888
C -2.340 1.606 0.485
C 0.264 -7.341 12.505
C -9.582 -3.414 -7.414
C -2.312 -0.719 1.677
C 10.060 -2.034 2.406
C 9.341 -3.334 2.560
C -0.755 -4.985 12.459
C 11.815 3.007 -4.647
C -5.466 -6.819 -4.022
C -0.944 14.673 0.929
C -9.175 -5.396 -5.071
C 8.353 4.919 -6.796
C 7.249 -3.053 1.066
C 9.556 -3.860 0.068
C -7.360 -5.258 -6.789
C 0.277 -7.470 16.437
C 6.256 -3.070 2.284
C -6.285 -6.108 -6.149
C -1.635 17.085 0.183
H 9.606 -4.057 -2.035
H -1.379 1.301 0.070
H 7.676 -5.432 2.695
H -3.067 -0.700 -1.214
H -0.769 8.216 -6.651
H 9.401 4.620 -6.779
H 9.551 2.418 -5.693
H 2.784 -3.763 10.970
H 7.976 3.866 -3.515
H -11.047 -7.437 -7.408
H -0.479 -3.932 12.426
H -1.332 -5.163 11.552
H -10.253 -5.454 -4.921
H 8.087 -3.470 -1.455
H 0.859 12.067 1.006
H 2.344 -7.985 11.840
H -0.804 11.987 0.487
H 1.335 -9.241 12.406
H 0.519 14.839 -1.233
H 1.403 -3.549 9.931
H -3.910 5.365 -9.343
H -9.559 -2.920 -6.442
H -5.303 -5.760 -6.470
H -0.478 12.287 2.196
H -2.231 17.174 1.092
H -5.083 7.432 -6.324
H -2.067 2.001 1.464
H -8.331 -7.614 -5.963
H -4.187 -1.242 -0.172
H 12.772 3.444 -4.363
H 0.696 -7.167 17.396
H -1.399 3.805 -1.099
H -4.345 0.208 -0.965
H 9.372 -1.193 2.312
H -8.779 -3.022 -8.039
H 8.778 -3.410 3.490
H -1.718 9.326 -5.622
H 2.210 -6.007 10.960
H -5.518 -6.690 -2.941
H -0.308 -7.441 13.427
H -3.260 4.224 -8.341
H -2.656 7.120 -8.273
H -7.365 -4.230 -6.428
H -10.459 -2.978 -7.892
H 9.227 2.048 -4.011
H 6.845 -5.726 -2.374
H 8.889 6.960 -5.164
H 9.016 5.955 -3.592
H 8.990 -6.100 1.712
H -5.819 -7.835 -4.200
H -2.314 16.923 -0.654
H -4.489 -6.697 -4.490
H 1.380 -3.256 11.641
H -10.392 -8.902 -6.684
H 5.803 4.991 -5.581
H -8.685 -6.131 -4.431
H 10.733 -1.723 3.205
H 11.808 2.849 -5.725
H -0.802 -7.323 16.488
H 0.362 16.327 0.774
H -4.019 0.673 1.334
H 7.530 -2.002 0.992
H -9.521 -5.311 -8.444
H -6.081 6.252 -6.967
H 7.271 6.789 -7.464
H 8.517 -5.779 -3.035
H -3.837 5.510 -6.192
H -1.775 14.137 0.470
H -8.543 -7.394 -7.657
H 7.468 -5.734 0.950
H -3.015 4.248 -1.254
H 6.294 5.109 -2.934
H -1.472 -5.120 13.270
H -5.289 7.237 -7.922
H 9.004 6.974 -7.310
H 9.959 -2.848 0.063
H -11.048 -7.651 -5.732
H -7.235 -5.121 -7.864
H 10.027 -4.152 2.780
H 1.437 -5.077 15.723
H 5.455 -2.345 2.141
H -5.024 4.329 -8.390
H -0.812 15.596 -1.785
H 6.763 -3.377 0.146
H 7.242 3.123 -5.034
H 2.432 -5.900 13.220
H -1.188 18.078 0.123
H -1.270 14.739 1.967
H -2.371 4.301 0.283
H -0.051 -5.205 15.128
H 0.534 -5.774 10.276
H -1.548 -1.275 1.134
H 0.486 -8.540 16.418
H -8.722 -4.451 -4.774
H 2.085 -8.043 13.590
H 11.911 2.059 -4.117
H 10.046 5.667 -4.919
H -0.400 -7.579 11.674
H 6.814 -2.724 3.154
H 10.680 -1.981 1.511
H 0.637 16.338 -1.563
H 7.888 -7.158 -2.285
H -2.870 -1.587 2.026
H -6.422 -7.148 -6.445
H 5.075 6.176 -3.690
H 10.314 -4.607 0.308
H 8.290 6.097 -8.656
H 7.654 4.168 -7.166
H -1.820 6.086 -7.157
H 1.703 -4.320 13.468
H 6.383 6.652 -5.551
H -10.857 -5.156 -7.170
H 6.739 6.763 -3.263
H -1.860 9.279 -7.478
H -1.725 -0.351 2.519
H 5.896 -4.098 2.276
*
```

| no. | E_HOMO (eV) |
| --- | --- |
| 1 | -8.030 |
| 2 | -10.621 |